[1]
Computed, not measured: C4H12N2O in the gas phase in a non-equilibrium geometry, with ωB97M-V with the def2-TZVPD basis set.

The LUMO energy comes out at 0.942 eV. The spin multiplicity is 1. As for the SMILES: NCCNCCO. For the total energy, the calculation gives -344.2691 hartree. Its relative energy (zero: lowest compared OMol25 entry of this formula, charge and spin) is 3.155 eV. The HOMO-LUMO gap is 9.98 eV.

Each line ends with the Mulliken charge.
Cartesian coordinates (Å):
N 1.87834 1.56791 -0.34218  -0.54
C 0.62796 2.11919 -0.69208  -0.77
C -0.49084 1.78776 0.21480  -0.50
N -0.97792 0.41717 -0.22036  -0.46
C -0.08405 -0.78039 0.12334  -0.43
C -0.81155 -1.94802 0.64358  -0.54
O -0.32152 -3.23380 0.05317  -0.54
H 2.02374 1.72625 0.68432  0.23
H 2.65823 2.12897 -0.62529  0.27
H 0.56317 3.17537 -0.71623  0.40
H 0.17027 1.81970 -1.60316  0.35
H -1.36175 2.49298 0.04748  0.36
H -0.24993 1.99738 1.31832  0.33
H -1.82119 0.22705 0.25151  0.25
H 0.52221 -0.51887 0.92716  0.27
H 0.57117 -0.86055 -0.66804  0.42
H -1.85147 -1.90424 0.14727  0.23
H -1.03566 -2.00091 1.66639  0.37
H 0.63124 -3.37960 0.34482  0.30

---

[2]
Computed, not measured: 2 unconnected molecules or ions with the total composition C4H12N2O in a non-equilibrium geometry, with ωB97M-V with the def2-TZVPD basis set.

The LUMO energy comes out at 0.971 eV. The spin multiplicity is 1. As for the SMILES: C=NCCCN.O. For the total energy, the calculation gives -344.2662 hartree. Its relative energy (zero: lowest compared OMol25 entry of this formula, charge and spin) is 3.232 eV. The HOMO-LUMO gap is 10.25 eV.

Each line ends with the Mulliken charge.
Cartesian coordinates (Å):
C -1.95465 -0.55426 -1.11335  -0.28
N -0.90980 -0.19945 -0.53679  -0.34
C -0.94507 0.89539 0.52072  -0.77
C -0.51731 0.37186 1.87552  -0.41
C 0.92039 0.89019 2.11170  -0.90
N 1.98362 0.33814 0.98947  -0.67
H -2.08873 -1.11818 -1.97028  0.34
H -2.90442 -0.12670 -0.64338  0.13
H -0.39292 1.73359 0.21166  0.44
H -2.06848 1.17550 0.57607  0.41
H -0.63339 -0.69200 1.87653  0.38
H -1.11777 0.69618 2.75139  0.26
H 1.29082 0.50381 2.96139  0.47
H 0.90458 2.00126 2.18314  0.32
H 1.45407 0.32532 0.05150  0.33
H 1.91095 -0.61569 1.36730  0.27
O 1.28452 -1.89513 -4.47355  -0.63
H 1.72850 -1.99807 -3.66202  0.31
H 2.05510 -1.73178 -5.07702  0.32

---

[3]
Computed, not measured: a molecular structure, C4H12N2O in a non-equilibrium geometry, with ωB97M-V with the def2-TZVPD basis set.

The LUMO energy (spin up / spin down) comes out at 0.757 / 0.757 eV. The spin multiplicity is 1. For the total energy, the calculation gives -344.1811 hartree. Its relative energy (zero: lowest compared OMol25 entry of this formula, charge and spin) is 5.550 eV. The HOMO-LUMO gap (spin up / spin down) is 8.11 / 8.11 eV.

Each line ends with the Mulliken charge.
Cartesian coordinates (Å):
C 0.47852 -1.58172 0.17105  -0.25
C -0.12886 0.50354 -0.69353  -0.37
C -0.94406 -0.11237 0.25263  -0.19
C -0.70314 2.92662 0.58957  -0.68
N 0.17331 -2.65905 -0.71919  -0.57
N 1.85110 -1.21790 0.24530  -0.54
O -1.23582 2.02580 -0.32627  -0.56
H 0.15848 -1.87020 1.17069  0.38
H -0.78143 -2.98612 -0.63705  0.25
H 0.37808 -2.44683 -1.68860  0.24
H 2.40297 -1.91558 0.73483  0.25
H 2.27052 -1.05391 -0.66143  0.22
H -0.36671 0.34965 -1.73832  0.19
H 0.84338 0.92416 -0.46815  0.31
H -1.83819 -0.60302 -0.11337  0.28
H -0.94424 0.13100 1.30718  0.30
H -0.08837 3.68924 0.08297  0.24
H -0.03434 2.45016 1.33712  0.26
H -1.49119 3.44653 1.15455  0.24

---

[4]
Computed, not measured: C4H12N2O in the gas phase in a non-equilibrium geometry, with ωB97M-V with the def2-TZVPD basis set.

The LUMO energy comes out at 0.943 eV. The spin multiplicity is 1. As for the SMILES: NCC[C@@H](N)CO. For the total energy, the calculation gives -344.3365 hartree. Its relative energy (zero: lowest compared OMol25 entry of this formula, charge and spin) is 1.321 eV. The HOMO-LUMO gap is 10.00 eV.

Each line ends with the Mulliken charge.
Cartesian coordinates (Å):
N 2.31064 -0.31883 -1.12680  -0.50
C 1.87123 0.55977 -0.02353  -0.81
C 0.39209 0.89179 -0.15483  -0.81
C -0.57219 -0.28821 0.03939  0.51
N -0.18754 -1.18376 1.11396  -0.79
C -1.97344 0.28761 0.29431  -0.66
O -2.86462 -0.80082 0.34526  -0.50
H 1.69437 -0.22393 -1.92257  0.19
H 3.26356 -0.20659 -1.41818  0.21
H 2.07020 0.03748 0.91197  0.38
H 2.42915 1.49643 -0.04317  0.34
H 0.22988 1.63268 0.63237  0.37
H 0.17506 1.26059 -1.15679  0.41
H -0.59524 -0.86169 -0.90203  0.17
H -0.95765 -1.81718 1.31415  0.28
H 0.57925 -1.78518 0.83174  0.25
H -2.08012 0.89397 1.19516  0.39
H -2.07262 0.95813 -0.57545  0.27
H -3.71199 -0.53225 0.64504  0.30

---

[5]
Computed, not measured: C4H12N2O in the gas phase in a non-equilibrium geometry, with ωB97M-V with the def2-TZVPD basis set.

The LUMO energy comes out at 0.865 eV. The spin multiplicity is 1. As for the SMILES: NC[C@H](N)CCO. For the total energy, the calculation gives -344.3283 hartree. Its relative energy (zero: lowest compared OMol25 entry of this formula, charge and spin) is 1.545 eV. The HOMO-LUMO gap is 9.98 eV.

Each line ends with the Mulliken charge.
Cartesian coordinates (Å):
N -0.66029 2.36528 0.36319  -0.55
C -0.02568 1.08043 0.67618  -0.80
C -0.66788 -0.02540 -0.16351  0.28
N -2.14248 -0.07281 0.19107  -0.72
C -0.10723 -1.43368 -0.02712  -0.74
C 1.42979 -1.43428 0.05351  -0.62
O 1.98199 -0.75102 -1.09746  -0.53
H -0.87858 2.49317 -0.60393  0.20
H -0.04327 3.11993 0.60491  0.23
H 1.03636 1.16687 0.39260  0.43
H -0.00833 0.92778 1.75704  0.28
H -0.52212 0.35361 -1.17885  0.24
H -2.72378 0.27143 -0.57870  0.27
H -2.24801 0.67277 0.88250  0.32
H -0.45029 -2.06776 -0.83883  0.33
H -0.41127 -1.86712 0.92763  0.29
H 1.69870 -2.48612 -0.07902  0.37
H 1.78848 -0.96970 0.96502  0.41
H 2.89679 -0.53884 -0.87930  0.30

---

[6]
Computed, not measured: C4H12N2O in the gas phase in a non-equilibrium geometry, with ωB97M-V with the def2-TZVPD basis set.

The LUMO energy comes out at 0.985 eV. The spin multiplicity is 1. As for the SMILES: CC(N)(N)CCO. For the total energy, the calculation gives -344.3364 hartree. Its relative energy (zero: lowest compared OMol25 entry of this formula, charge and spin) is 1.323 eV. The HOMO-LUMO gap is 9.90 eV.

Each line ends with the Mulliken charge.
Cartesian coordinates (Å):
C 1.41031 1.53548 0.03291  -1.47
C 0.58163 0.06389 0.12628  0.94
N 1.24073 -0.95310 -0.65106  -0.62
N 0.42500 -0.30428 1.49093  -0.60
C -0.73393 0.45558 -0.49663  -1.01
C -1.73470 -0.84769 -0.54056  -0.59
O -2.23229 -1.19355 0.73988  -0.53
H 1.62711 1.78572 -1.00453  0.33
H 0.87931 2.34209 0.53125  0.37
H 2.35180 1.39435 0.56242  0.38
H 1.35964 -0.66778 -1.61503  0.21
H 2.14626 -1.19748 -0.26788  0.25
H 1.28382 -0.65904 1.89360  0.27
H -0.32045 -0.98274 1.61099  0.29
H -1.24025 1.19919 0.11498  0.36
H -0.60977 0.79356 -1.52210  0.44
H -1.20141 -1.72747 -0.90410  0.35
H -2.56725 -0.61632 -1.21987  0.31
H -2.66558 -0.42042 1.11852  0.33

---

[7]
Computed, not measured: a molecular structure, C4H12N2O in a non-equilibrium geometry, with ωB97M-V with the def2-TZVPD basis set.

The LUMO energy comes out at 0.929 eV. The spin multiplicity is 1. For the total energy, the calculation gives -344.1885 hartree. Its relative energy (zero: lowest compared OMol25 entry of this formula, charge and spin) is 5.348 eV. The HOMO-LUMO gap is 9.64 eV.

Each line ends with the Mulliken charge.
Cartesian coordinates (Å):
C -0.50294 0.07277 0.06458  0.81
C -0.71941 -0.76422 -1.17463  -1.33
C 1.02046 -0.92948 1.00301  -1.44
C -1.69861 0.13923 0.97820  -1.52
N 1.47568 1.32614 -0.40636  -0.58
N 0.09972 1.30855 -0.15523  -0.05
O 1.72698 0.92002 -1.76598  -0.41
H 1.88375 1.75751 -2.21865  0.34
H 1.72046 0.33302 0.18917  0.47
H -0.07320 1.97440 0.58874  0.33
H -1.52548 0.80068 1.82758  0.41
H 0.17506 -0.80593 -1.78734  0.33
H -1.52052 -0.32326 -1.77538  0.40
H -1.03195 -1.76823 -0.89085  0.33
H 1.94638 -1.35955 0.61336  0.42
H 1.11394 -0.48059 1.99325  0.34
H 0.40445 -1.82049 1.11135  0.45
H -2.58746 0.48076 0.44377  0.39
H -1.90730 -0.86134 1.36141  0.33

---

[8]
Computed, not measured: C4H12N2O in the gas phase in a non-equilibrium geometry, with ωB97M-V with the def2-TZVPD basis set.

The LUMO energy comes out at 0.974 eV. The spin multiplicity is 1. As for the SMILES: CNC[C@@H](O)NC. For the total energy, the calculation gives -344.3280 hartree. Its relative energy (zero: lowest compared OMol25 entry of this formula, charge and spin) is 1.553 eV. The HOMO-LUMO gap is 9.60 eV.

Each line ends with the Mulliken charge.
Cartesian coordinates (Å):
C 1.38530 -0.40567 2.54161  -0.89
N 0.28215 0.17905 1.80948  -0.39
C 0.22493 -0.28273 0.38103  -0.54
C -0.97711 0.42776 -0.21341  -0.09
O -0.65291 1.76746 -0.43206  -0.56
N -1.33311 -0.22117 -1.50651  -0.39
C -0.32416 -0.23863 -2.54955  -0.83
H 1.37944 -0.02989 3.56452  0.32
H 1.25118 -1.48891 2.57337  0.29
H 2.37154 -0.19718 2.09737  0.31
H 0.36333 1.19215 1.81463  0.25
H 1.14154 -0.00898 -0.16199  0.34
H 0.07857 -1.36615 0.39753  0.40
H -1.84795 0.31776 0.45040  0.30
H -1.38845 2.17335 -0.90464  0.34
H -1.74745 -1.13559 -1.36978  0.26
H -0.81613 -0.40490 -3.50829  0.31
H 0.44230 -1.01096 -2.40788  0.26
H 0.16703 0.73324 -2.57582  0.31

---

[9]
Computed, not measured: C4H12N2O in the gas phase in a non-equilibrium geometry, with ωB97M-V with the def2-TZVPD basis set.

The LUMO energy comes out at 0.928 eV. The spin multiplicity is 1. As for the SMILES: CC(C)[C@H](O)NN. For the total energy, the calculation gives -344.2697 hartree. Its relative energy (zero: lowest compared OMol25 entry of this formula, charge and spin) is 3.138 eV. The HOMO-LUMO gap is 10.08 eV.

Each line ends with the Mulliken charge.
Cartesian coordinates (Å):
C -2.00764 1.05357 0.08614  -1.37
C -0.86183 0.05470 -0.41081  0.28
C -1.11222 -1.44829 0.10177  -1.12
C 0.50726 0.43507 0.21766  -0.60
O 0.84508 1.80452 -0.00172  -0.53
N 1.48864 -0.52895 -0.35308  -0.10
N 2.78156 -0.44003 0.21380  -0.72
H -1.84331 0.79700 1.12314  0.36
H -2.98253 0.59675 -0.05674  0.40
H -1.75771 2.07914 -0.30739  0.31
H -0.80663 0.17761 -1.49388  0.44
H -0.15833 -1.81666 0.58613  0.32
H -1.03287 -2.06259 -0.82198  0.29
H -2.01482 -1.69888 0.66957  0.39
H 0.53693 0.15534 1.24940  0.50
H 1.03954 1.78702 -0.91509  0.37
H 1.35164 -0.60690 -1.37740  0.26
H 3.26354 0.53350 0.33013  0.26
H 2.76371 -0.87191 1.16035  0.25

---

[10]
Computed, not measured: C4H12N2O in the gas phase in a non-equilibrium geometry, with ωB97M-V with the def2-TZVPD basis set.

The LUMO energy comes out at 0.740 eV. The spin multiplicity is 1. As for the SMILES: NCCNCCO. For the total energy, the calculation gives -344.3028 hartree. Its relative energy (zero: lowest compared OMol25 entry of this formula, charge and spin) is 2.237 eV. The HOMO-LUMO gap is 8.77 eV.

Each line ends with the Mulliken charge.
Cartesian coordinates (Å):
N -0.44997 0.95890 -2.13184  -0.59
C 0.71179 1.38079 -1.30713  -0.51
C 0.31896 1.48513 0.19080  -0.74
N -0.50123 0.44777 0.73755  -0.26
C 0.15719 -0.58765 1.56255  -0.38
C -0.19654 -1.99383 1.06684  -0.55
O -1.53822 -2.02809 0.58078  -0.54
H -0.27425 1.32429 -3.05080  0.24
H -0.49100 -0.05466 -2.17977  0.18
H 1.61896 0.79658 -1.43018  0.25
H 0.91678 2.39190 -1.66971  0.40
H -0.15191 2.46435 0.29762  0.38
H 1.24767 1.61798 0.75450  0.35
H -1.24079 0.03302 0.20191  0.27
H -0.15620 -0.37161 2.59084  0.26
H 1.23279 -0.39799 1.63071  0.32
H 0.60368 -2.49016 0.52367  0.33
H -0.26326 -2.65503 1.95119  0.28
H -1.54446 -2.32168 -0.31953  0.30